No. 1
DFT (ωB97M-V/def2-TZVPD) results for a structure of composition C31H43FeO6P2Si.

Each line ends with the Löwdin spin population.
Element x y z (Å)
Fe1 -0.1424 -0.5384 0.9219  1.172
O1 3.4516 -1.4886 2.1378  -0.002
C1 2.5805 -1.3697 1.3066  0.001
O2 1.3046 -1.5392 1.5922  -0.006
C2 2.9504 -1.1106 -0.1455  -0.001
C3 4.2674 -0.7705 -0.4170  0.000
C4 4.6887 -0.5617 -1.7231  -0.002
C5 3.7970 -0.7076 -2.7741  0.000
C6 2.4757 -1.0472 -2.5174  -0.003
C7 2.0505 -1.2388 -1.2094  -0.007
P1 0.3588 -1.7352 -0.8045  -0.055
C8 -0.6767 -1.5342 -2.2794  -0.006
C9 -1.3016 -2.6048 -2.9127  -0.003
C10 -2.1365 -2.3833 -4.0007  0.000
C11 -2.3535 -1.0941 -4.4612  -0.002
C12 -1.7445 -0.0208 -3.8237  0.000
C13 -0.9176 -0.2386 -2.7345  -0.002
C14 0.5555 -3.5283 -0.5850  -0.004
C15 0.1940 -4.1913 0.5783  0.000
C16 0.4088 -5.5574 0.7030  0.000
C17 0.9896 -6.2691 -0.3342  0.000
C18 1.3712 -5.6103 -1.4962  0.000
C19 1.1613 -4.2471 -1.6188  -0.001
H1 4.9476 -0.6772 0.4186  0.000
H2 5.7180 -0.2910 -1.9211  0.000
H3 4.1237 -0.5542 -3.7949  0.000
H4 1.7766 -1.1556 -3.3382  0.000
H5 -1.1457 -3.6159 -2.5610  0.000
H6 -2.6166 -3.2231 -4.4858  0.000
H7 -3.0075 -0.9238 -5.3068  0.000
H8 -1.9230 0.9914 -4.1640  0.000
H9 -0.4792 0.6109 -2.2288  0.000
H10 -0.2201 -3.6347 1.4013  0.000
H11 0.1339 -6.0570 1.6231  0.000
H12 1.1618 -7.3331 -0.2352  0.000
H13 1.8438 -6.1549 -2.3035  0.000
H14 1.4823 -3.7393 -2.5212  0.000
C20 -3.3903 -2.1772 3.8298  -0.003
Si1 -1.6678 -1.8673 3.1678  -0.003
C21 -0.5286 -3.1991 3.8088  0.001
C22 -1.0617 -0.2085 3.8081  0.000
C23 -1.7323 -1.6741 1.3059  -0.075
H15 -3.4003 -2.1762 4.9230  -0.001
H16 -3.7555 -3.1524 3.4989  0.000
H17 -4.0964 -1.4195 3.4842  0.000
H18 -0.6389 -3.2111 4.8978  0.000
H19 0.5170 -3.0015 3.5649  0.000
H20 -0.7946 -4.1984 3.4540  0.000
H21 -0.7247 -0.3060 4.8442  0.000
H22 -1.8771 0.5136 3.7823  0.000
H23 -0.2092 0.2415 3.2827  0.000
H24 -2.5058 -0.9156 1.1452  0.000
H25 -1.9846 -2.5354 0.6860  -0.004
C24 -0.8619 5.0672 2.4706  0.000
C25 -1.4456 3.8821 1.7232  0.000
C26 -2.3584 3.0665 2.6161  0.000
C27 -2.1704 4.3249 0.4617  0.000
O3 -0.2730 3.0628 1.3973  -0.001
P2 -0.1525 1.9475 0.2857  0.000
O4 -1.3266 0.9718 0.3008  -0.003
O5 1.0990 1.1369 0.5384  0.010
O6 -0.1382 2.7146 -1.0965  0.000
C28 0.9679 3.5670 -1.5823  0.000
C29 2.0792 2.6628 -2.0890  0.000
C30 0.3359 4.3640 -2.7064  0.000
C31 1.4805 4.4755 -0.4774  0.000
H26 -1.6591 5.7306 2.8097  0.000
H27 -0.1886 5.6340 1.8272  0.000
H28 -0.3023 4.7231 3.3402  0.000
H29 -3.2014 3.6850 2.9301  0.000
H30 -1.8194 2.7462 3.5076  0.000
H31 -2.7383 2.1906 2.0902  0.000
H32 -3.0264 4.9389 0.7476  0.000
H33 -2.5439 3.4735 -0.1081  0.000
H34 -1.5220 4.9173 -0.1831  0.000
H35 1.7087 1.9941 -2.8667  0.000
H36 2.4916 2.0650 -1.2771  0.000
H37 2.8792 3.2695 -2.5187  0.000
H38 -0.0920 3.6907 -3.4498  0.000
H39 1.0892 4.9853 -3.1929  0.000
H40 -0.4562 5.0107 -2.3283  0.000
H41 1.9048 3.9055 0.3493  0.000
H42 0.6933 5.1237 -0.0931  0.000
H43 2.2693 5.1043 -0.8946  0.000

Force components x, y, z for each atom (eV/Å):
Fe -0.02 -0.11 -0.34
O 0.06 0.05 -0.06
C -0.31 -0.18 0.08
O 0.17 0.15 0.03
C 0.04 0.08 0.00
C -0.02 0.01 -0.02
C 0.02 0.00 0.02
C -0.02 0.03 -0.02
C 0.03 0.07 -0.01
C -0.04 -0.02 0.02
P -0.28 -0.19 0.23
C 0.05 -0.01 -0.01
C -0.03 -0.04 -0.03
C 0.03 0.01 0.02
C -0.01 0.00 0.01
C 0.01 0.00 -0.01
C 0.00 0.06 -0.03
C 0.05 -0.08 -0.18
C 0.02 0.01 0.06
C 0.01 0.02 -0.02
C 0.01 -0.01 0.00
C 0.00 0.02 -0.01
C 0.01 -0.02 0.02
H 0.00 -0.01 -0.01
H 0.00 0.00 0.01
H 0.01 0.00 0.01
H -0.02 0.01 0.01
H -0.01 0.02 0.01
H 0.00 0.00 0.01
H 0.01 0.00 0.00
H -0.01 -0.01 0.00
H 0.05 0.01 0.00
H 0.00 -0.02 -0.04
H 0.00 -0.01 -0.01
H 0.00 0.00 0.01
H -0.01 -0.01 0.01
H -0.01 0.00 0.01
C -0.07 -0.04 0.09
Si 0.20 -0.05 -0.28
C -0.05 -0.12 0.16
C 0.07 0.13 0.17
C 0.29 0.34 -0.19
H 0.00 0.01 -0.01
H -0.01 0.01 -0.01
H 0.01 0.00 -0.01
H 0.10 -0.04 0.01
H -0.05 0.02 -0.01
H -0.01 0.03 0.01
H -0.07 0.01 0.01
H -0.02 0.05 0.02
H 0.00 -0.08 -0.07
H -0.08 -0.01 -0.15
H 0.06 -0.08 0.16
C -0.03 0.07 0.04
C 0.13 -0.08 -0.15
C -0.08 0.02 0.11
C -0.10 0.06 0.00
O -0.06 -0.08 0.09
P -0.08 0.08 0.19
O 0.10 0.18 0.04
O -0.21 0.00 0.19
O 0.12 -0.06 -0.08
C -0.10 -0.17 0.12
C 0.03 -0.02 -0.06
C 0.02 0.03 -0.08
C 0.13 0.10 -0.07
H -0.01 -0.02 -0.02
H -0.02 0.00 0.04
H 0.00 -0.01 -0.01
H -0.02 -0.02 -0.01
H 0.00 -0.01 -0.02
H 0.03 0.00 -0.01
H 0.03 0.01 0.00
H 0.01 -0.02 0.02
H -0.02 -0.01 0.01
H -0.04 -0.04 0.00
H -0.01 -0.04 -0.01
H -0.03 0.01 0.02
H 0.01 0.00 0.00
H 0.00 0.00 0.01
H 0.00 -0.01 0.01
H -0.01 0.01 -0.02
H 0.05 -0.04 -0.04
H -0.01 0.01 0.00

Calculated values
gap between HOMO and LUMO (spin up / spin down): 8.97 / 9.37 eV
multiplicity: 2

***

No. 2
DFT (ωB97M-V/def2-TZVPD) results for a cluster of 3 separate species, C31H43I2NO7 in total at a distorted geometry.

Each line ends with the Löwdin charge.
Element x y z (Å)
C1 -4.0830 -0.3804 -2.4011  -0.073
C2 -4.1488 -1.9344 -2.6402  -0.249
O1 -3.1251 -2.6955 -1.9963  -0.177
C3 -1.8080 -2.2741 -2.3711  -0.171
C4 -1.0720 -1.4688 -1.2488  -0.070
C5 -1.8153 -1.3409 0.0160  0.049
C6 -1.2460 -0.5910 1.1116  -0.042
C7 0.0970 0.0288 0.9918  -0.021
C8 0.8237 -0.1501 -0.2555  -0.089
C9 2.2568 0.4642 -0.3489  -0.223
C10 2.2978 2.0292 -0.6245  -0.695
C11 0.9228 2.6787 -0.9964  -0.150
I1 3.7324 2.3122 -2.2768  0.754
C12 0.2720 -0.8800 -1.4201  -0.184
C13 1.0828 -1.0128 -2.7342  -0.635
I2 1.9099 -3.0551 -2.7481  0.803
C14 0.3010 -0.6801 -4.0592  -0.281
C15 -0.5960 0.6121 -3.9952  -0.092
C16 0.6010 0.8111 2.2130  -0.242
O2 1.5363 1.5867 2.2246  0.084
C17 -0.1717 0.6459 3.5676  -0.107
C18 0.4758 1.2253 4.8675  -0.147
C19 1.1703 0.0741 5.6905  -0.184
C20 1.2380 0.3915 7.2440  -0.177
C21 2.6334 1.0456 7.6530  -0.270
N1 2.4989 2.5297 7.8755  -0.029
C22 -1.3854 0.0545 3.6718  0.052
C23 -2.0800 -0.4969 2.4192  -0.317
O3 -3.2305 -0.8781 2.4760  0.083
H1 -3.7004 -0.0762 -1.3989  0.073
H2 -3.4675 0.1018 -3.2134  0.058
H3 -5.1063 0.0788 -2.5069  0.083
H4 -4.2359 -2.1365 -3.7421  0.123
H5 -5.1214 -2.2843 -2.1903  0.123
H6 -1.9022 -1.7063 -3.3326  0.103
H7 -1.2216 -3.2050 -2.6250  0.110
H8 -2.8164 -1.7951 0.1762  0.127
H9 2.9286 -0.0899 -1.0556  0.055
H10 2.7236 0.3082 0.6653  0.117
H11 2.7874 2.5172 0.2571  0.069
H12 0.1723 2.4821 -0.1940  0.081
H13 0.5891 2.2717 -1.9855  0.050
H14 1.0765 3.7905 -1.0874  0.082
H15 1.9936 -0.3562 -2.7308  0.036
H16 -0.2435 -1.5901 -4.4339  0.085
H17 1.0851 -0.4846 -4.8449  0.108
H18 -0.7558 1.0300 -2.9726  0.062
H19 -1.5805 0.4803 -4.5243  0.077
H20 -0.0675 1.4180 -4.5797  0.068
H21 1.1853 2.0600 4.6313  0.113
H22 -0.3678 1.6817 5.4611  0.118
H23 2.1860 -0.1297 5.2537  0.120
H24 0.5134 -0.8428 5.5735  0.077
H25 0.3815 1.0520 7.5427  0.107
H26 1.2002 -0.5964 7.7807  0.105
H27 3.4228 0.8278 6.8873  0.103
H28 2.9171 0.5737 8.6329  0.095
H29 3.2495 2.9696 7.3331  0.056
H30 1.6006 2.7816 7.4571  0.041
H31 -1.9302 -0.0648 4.6415  0.144
O4 0.6789 1.0717 -7.3679  0.118
C24 0.1898 2.1565 -7.5215  -0.480
C25 0.7508 3.2593 -8.3868  -0.078
C26 -0.0194 4.4731 -7.8993  -0.163
C27 -1.3265 3.8633 -7.4396  -0.159
O5 -0.9884 2.5514 -6.9609  0.013
H32 0.5363 3.0332 -9.4331  0.134
H33 1.8214 3.3726 -8.2299  0.129
H34 -0.1482 5.2460 -8.6569  0.118
H35 0.5007 4.9200 -7.0480  0.121
H36 -2.0461 3.7602 -8.2562  0.128
H37 -1.7854 4.4373 -6.6352  0.126
O6 -0.0354 -2.9820 6.1207  0.112
C28 0.2061 -3.4926 5.0615  -0.474
C29 -0.1014 -4.9179 4.6699  -0.072
C30 0.7560 -5.1008 3.4286  -0.156
C31 0.8201 -3.6936 2.8698  -0.152
O7 0.7692 -2.8308 4.0169  0.009
H38 -1.1667 -5.0025 4.4458  0.136
H39 0.1798 -5.6098 5.4612  0.128
H40 0.3568 -5.8269 2.7206  0.119
H41 1.7569 -5.4303 3.7197  0.121
H42 -0.0309 -3.4629 2.2226  0.125
H43 1.7416 -3.5129 2.3170  0.128

Force components x, y, z for each atom (eV/Å):
C -0.09 0.33 -0.83
C -1.48 0.66 0.63
O 0.35 0.65 -0.47
C 0.31 -0.29 -0.42
C -0.08 0.54 1.03
C 2.22 1.16 -0.06
C 0.90 -0.12 -1.09
C -1.67 -1.34 -0.92
C -0.15 -0.12 -0.36
C 0.08 -0.31 0.84
C -0.19 -0.45 0.35
C 0.97 0.32 -0.12
I -0.42 0.18 0.36
C -1.45 0.13 2.11
C -0.50 0.82 0.32
I -0.12 0.58 -0.15
C 0.50 -0.38 -0.58
C 0.33 0.51 -0.66
C -0.84 -0.26 0.74
O -0.29 -0.50 -0.50
C -0.07 0.18 0.47
C -0.16 0.05 -0.45
C -1.15 0.05 0.25
C 1.59 -0.49 -0.75
C -0.95 -0.11 0.75
N 0.24 -0.94 -0.84
C 0.24 -0.20 -1.31
C 0.90 0.17 0.51
O 0.49 0.09 -0.29
H -0.21 -0.45 -0.78
H -0.40 -0.36 1.03
H 0.87 -0.64 0.08
H 0.44 0.04 0.82
H 1.08 0.08 -0.37
H 0.32 -0.23 0.97
H -0.43 0.90 0.39
H 0.97 0.37 -0.40
H -0.95 0.45 0.61
H -0.42 0.21 -1.04
H -0.60 -0.32 -1.02
H 0.55 0.09 -0.68
H 0.10 0.41 0.98
H -0.28 -1.10 0.02
H -0.99 -0.73 0.25
H 0.38 1.02 0.48
H -0.73 -0.34 0.78
H -0.07 -0.66 -0.71
H 0.93 -0.01 0.67
H -0.55 -0.74 0.62
H -0.58 -0.80 0.08
H 0.82 -0.57 -0.47
H -0.94 0.03 0.51
H 1.03 1.08 0.08
H 0.73 -0.70 -0.07
H -0.34 1.00 -0.46
H -0.72 0.01 0.66
H 0.07 0.45 -0.93
H -0.61 0.15 0.31
H 0.54 0.33 0.07
H 0.51 0.22 -1.02
O -0.50 0.25 0.37
C 0.35 -0.56 -0.33
C -0.05 0.51 0.26
C 0.19 0.39 -0.14
C -0.29 0.28 0.02
O 0.37 -0.17 -0.06
H 0.11 -0.09 0.03
H -0.01 -0.30 -0.19
H -0.08 -0.04 0.06
H -0.06 -0.01 -0.04
H 0.03 -0.03 0.03
H -0.06 -0.24 0.04
O 0.25 0.10 -0.37
C -0.47 0.03 0.47
C 0.43 -0.22 -0.29
C 0.02 -0.41 -0.10
C 0.07 -0.08 -0.42
O -0.03 -0.06 0.28
H 0.00 0.02 0.14
H -0.28 0.14 0.13
H 0.02 0.10 -0.03
H -0.05 0.03 -0.05
H 0.01 0.02 0.03
H -0.06 0.22 0.11

Calculated values
gap between HOMO and LUMO: 7.93 eV
SMILES string: CCOCc1cc2c(c(C[C@H](C)I)c1[C@@H](I)CC)C(=O)C(CCCCN)=CC2=O.O=C1CCCO1.O=C1CCCO1

***

no.,E (a.u.)
1,-3894.625647
2,-2383.796761